Entry from the Open Molecules 2025 dataset: a cluster of 2 separate species, C5H15N2 in total in a non-equilibrium geometry (the ωB97M-V functional and the def2-TZVPD basis).

XYZ file:
```
22
Properties=species:S:1:pos:R:3:forces:R:3
H -1.083584 -0.226874 2.416661 0.009 0.122 0.051
N 1.534991 -0.621976 0.406452 0.014 0.988 0.300
H 2.844170 0.112290 -1.064542 0.196 -0.104 0.081
H -1.576119 1.395835 -0.133720 -0.013 -0.114 -0.029
H -1.343784 1.930109 -1.784441 0.528 -0.101 0.053
H 1.721269 -0.410568 2.455561 0.120 0.177 -0.111
H 3.595594 -0.322813 0.495373 -0.034 0.116 -0.110
H -3.188855 -0.105814 -0.824468 -0.267 0.602 -0.107
C -0.556170 -0.029415 -1.348784 0.052 0.658 -0.478
H -2.709708 -0.197241 -2.328098 -0.248 0.691 -0.290
C 0.985389 -0.148690 1.688973 0.477 -0.546 0.150
C 2.732099 0.148133 0.019195 -0.319 -0.245 0.076
C -0.309917 -0.873333 2.011501 -0.310 -0.073 -0.201
H -0.700608 -1.362398 1.115865 -0.119 0.081 -0.098
H 0.920337 0.944220 1.682602 -0.221 0.015 0.121
H 2.657803 1.191812 0.337621 0.153 0.008 0.008
H 0.797085 -0.389972 -0.285391 -0.368 -0.419 -0.361
H 0.286809 0.138628 -2.010904 0.036 -0.407 -0.187
H -0.169325 -1.689927 2.709318 0.144 -0.048 0.171
H -0.909344 -1.015280 -1.111120 0.323 -0.494 0.157
C -1.509921 1.041526 -1.172241 -1.206 0.628 0.140
N -2.847191 0.501677 -1.584472 1.052 -1.534 0.665
```
Forces are in eV/Å.

Its orbital gap is 6.27 eV. As for the energy above the lowest of the compared OMol25 structures with the same formula, charge and spin: 113.32 kcal/mol. The charge is +1. As for the HOMO energy: -13.68 eV. Its calculated total energy is -308.61207 a.u.

These are the Mulliken partial charges, in e, on atoms 1 to 6: atom 1 (H): 0.296, atom 2 (N): -0.343, atom 3 (H): 0.381, atom 4 (H): 0.335, atom 5 (H): 0.329, atom 6 (H): 0.420